<w>
{
  "formula": "C4H14NO3",
  "method": "ωB97M-V with the def2-TZVPD basis set",
  "gap_ha": 0.240,
  "e_homo_ev": -15.2406,
  "total_charge": 1,
  "lumo_ha": -0.320,
  "mol_weight_g_mol": 124.16,
  "symbols": ["C", "O", "C", "C", "C", "O", "N", "H", "H", "H", "H", "H", "H", "H", "H", "H", "H", "H", "H", "H", "H", "O"],
  "xyz": [[1.190, 0.213, 0.781], [2.461, -0.385, 0.612], [-0.004, -0.778, 0.270], [-1.447, 0.005, 0.516], [-2.520, -0.836, -0.136], [-2.288, -2.190, 0.161], [0.214, -1.173, -0.961], [1.074, 1.148, 0.233], [1.073, 0.284, 1.864], [2.310, -0.781, -0.240], [-0.018, -1.647, 0.932], [-1.242, 1.021, 0.146], [-1.533, 0.039, 1.599], [-2.467, -0.633, -1.214], [-3.484, -0.461, 0.220], [-3.061, -2.689, -0.119], [4.571, 3.706, 1.654], [0.107, -2.189, -1.040], [5.195, 4.004, 1.378], [0.216, 1.634, -2.770], [-0.093, 0.378, -1.896], [-0.251, 1.330, -1.988]]
}


<x>
{
  "formula": "C4H14NO3",
  "method": "ωB97M-V with the def2-TZVPD basis set",
  "gap_ha": 0.214,
  "e_homo_ev": -15.1531,
  "total_charge": 1,
  "lumo_ha": -0.343,
  "mol_weight_g_mol": 124.16,
  "symbols": ["C", "O", "C", "C", "C", "O", "N", "H", "H", "H", "H", "H", "H", "H", "H", "H", "H", "H", "H", "H", "H", "O"],
  "xyz": [[-0.319, -1.431, 0.807], [0.634, -2.478, 0.743], [-0.175, -0.408, -0.403], [-1.106, 0.830, -0.131], [-0.828, 1.915, -1.165], [-0.976, 1.309, -2.440], [1.142, -0.030, -0.523], [-0.189, -0.855, 1.734], [-1.299, -1.906, 0.802], [1.410, -2.054, 0.388], [-0.532, -0.939, -1.291], [-0.855, 1.217, 0.858], [-2.148, 0.517, -0.174], [0.214, 2.239, -1.013], [-1.539, 2.734, -1.036], [-0.849, 1.976, -3.129], [0.429, -5.498, 4.949], [1.495, -0.105, -1.491], [1.046, -5.530, 4.545], [2.026, 1.516, 2.191], [1.458, 0.828, 0.900], [1.215, 1.246, 1.747]]
}


The structure with the greatest stability is <w>.


<w>
{
  "formula": "C2H9NOS2",
  "method": "ωB97M-V with the def2-TZVPD basis set",
  "s2": 0.752,
  "gap_ha": [0.082, 0.252],
  "spin_multiplicity": 2,
  "e_homo_ev": [0.7582, -3.9218],
  "total_charge": -1,
  "lumo_ha": [0.110, 0.108],
  "mol_weight_g_mol": 127.23,
  "symbols": ["C", "S", "S", "H", "H", "H", "H", "N", "C", "O", "H", "H", "H", "H", "H"],
  "xyz": [[2.557, -2.085, 2.593], [1.798, -0.796, 1.801], [3.308, 0.182, 0.801], [3.589, -2.093, 2.733], [2.125, -2.319, 3.635], [2.565, -2.959, 1.973], [3.005, 1.473, 1.146], [-3.099, 1.809, -1.672], [-2.238, 0.723, -2.014], [-1.084, 0.652, -1.125], [-3.711, 1.969, -2.441], [-3.651, 1.748, -0.810], [-1.931, 0.776, -3.120], [-2.759, -0.303, -1.829], [-0.473, 1.223, -1.672]]
}


<x>
{
  "formula": "C2H9NOS2",
  "method": "ωB97M-V with the def2-TZVPD basis set",
  "s2": 0.754,
  "gap_ha": [0.148, 0.273],
  "spin_multiplicity": 2,
  "e_homo_ev": [-0.1715, -3.6147],
  "total_charge": -1,
  "lumo_ha": [0.141, 0.141],
  "mol_weight_g_mol": 127.23,
  "symbols": ["C", "S", "S", "H", "H", "H", "H", "N", "C", "O", "H", "H", "H", "H", "H"],
  "xyz": [[-2.037, 0.953, -1.183], [-2.251, 0.083, 0.389], [-1.309, -1.799, -0.063], [-1.000, 0.858, -1.536], [-2.092, 2.058, -1.032], [-2.854, 0.757, -1.879], [-0.648, -1.868, 1.087], [1.357, 0.516, 1.445], [2.011, -0.333, 0.491], [1.592, -0.318, -0.873], [1.036, 1.321, 0.910], [0.525, 0.062, 1.801], [3.111, -0.184, 0.526], [1.876, -1.410, 0.757], [0.684, -0.695, -0.839]]
}


The structure with the greatest stability is <x>.


<w>
{
  "formula": "C3H11N2",
  "method": "ωB97M-V with the def2-TZVPD basis set",
  "s2": 0.755,
  "gap_ha": [0.357, 0.298],
  "spin_multiplicity": 2,
  "e_homo_ev": [-8.5677, -8.6646],
  "total_charge": 0,
  "lumo_ha": [0.042, -0.020],
  "mol_weight_g_mol": 75.13,
  "symbols": ["C", "C", "C", "N", "N", "H", "H", "H", "H", "H", "H", "H", "H", "H", "H", "H"],
  "xyz": [[2.070, -1.145, 0.157], [-0.507, 1.072, 0.938], [-1.761, 0.550, 0.174], [-1.528, -0.376, -0.916], [1.488, 0.049, -0.482], [2.135, -1.979, -0.548], [1.421, -1.524, 0.954], [-0.583, 0.826, 1.989], [-0.342, 2.104, 0.649], [-2.241, 1.443, -0.229], [-2.427, 0.127, 0.933], [-0.614, -0.787, -0.992], [-2.261, -1.047, -1.069], [0.729, 0.524, 0.166], [2.278, 0.681, -0.553], [3.055, -0.995, 0.603]]
}


<x>
{
  "formula": "C3H11N2",
  "method": "ωB97M-V with the def2-TZVPD basis set",
  "s2": 0.751,
  "gap_ha": [0.144, 0.422],
  "spin_multiplicity": 2,
  "e_homo_ev": [-3.0932, -10.7717],
  "total_charge": 0,
  "lumo_ha": [0.031, 0.026],
  "mol_weight_g_mol": 75.13,
  "symbols": ["C", "N", "H", "H", "H", "H", "C", "C", "N", "H", "H", "H", "H", "H", "H", "H"],
  "xyz": [[0.407, 1.664, -2.315], [-0.635, 1.388, -1.740], [1.361, 1.399, -1.879], [0.488, 1.947, -3.385], [-1.353, 1.233, -2.563], [-1.071, 0.106, -0.231], [1.254, -0.617, 1.150], [-0.144, -1.347, 1.271], [-1.169, -0.373, 0.750], [2.178, -1.314, 1.201], [1.355, -0.288, 2.174], [1.357, 0.214, 0.376], [-0.373, -1.365, 2.268], [-0.213, -2.323, 0.768], [-1.290, 0.403, 1.457], [-2.153, -0.728, 0.699]]
}


The structure with the greatest stability is <w>.


<w>
{
  "formula": "C2H8BNO3",
  "method": "ωB97M-V with the def2-TZVPD basis set",
  "gap_ha": [0.352, 0.352],
  "e_homo_ev": [-9.7167, -9.7175],
  "total_charge": 0,
  "lumo_ha": [-0.005, -0.005],
  "mol_weight_g_mol": 104.90,
  "symbols": ["B", "C", "C", "N", "O", "O", "O", "H", "H", "H", "H", "H", "H", "H", "H"],
  "xyz": [[0.531, 2.295, -0.420], [-1.096, -0.201, 0.434], [0.723, -1.553, -0.580], [0.270, -0.349, 0.164], [0.413, 2.622, 0.950], [0.489, 3.249, -1.412], [0.653, 1.088, -0.956], [-1.498, 0.210, -0.506], [-1.477, -1.023, 0.865], [-1.159, 0.623, 1.141], [0.170, -1.890, -1.467], [1.768, -1.306, -0.854], [0.717, -2.367, 0.217], [0.465, 1.869, 1.582], [0.285, 4.063, -0.830]]
}


<x>
{
  "formula": "C2H8BNO3",
  "method": "ωB97M-V with the def2-TZVPD basis set",
  "smiles": "CN(C)OB(O)O",
  "gap_ha": 0.295,
  "e_homo_ev": -7.9018,
  "total_charge": 0,
  "lumo_ha": 0.005,
  "mol_weight_g_mol": 104.90,
  "symbols": ["B", "C", "C", "N", "O", "O", "O", "H", "H", "H", "H", "H", "H", "H", "H"],
  "xyz": [[2.379, 0.042, -0.096], [-1.003, 0.744, -0.986], [-1.223, -1.075, 0.612], [-0.329, -0.024, 0.136], [2.382, 0.978, 0.842], [3.352, -0.726, -0.557], [0.759, -0.693, -0.465], [-1.558, 0.093, -1.511], [-1.727, 1.557, -0.545], [-0.279, 1.220, -1.522], [-2.218, -0.582, 0.835], [-1.275, -1.870, -0.169], [-0.868, -1.534, 1.559], [3.248, 1.433, 1.090], [3.497, -0.730, -1.451]]
}


The structure with the greatest stability is <w>.


<w>
{
  "formula": "C4H9N2",
  "method": "ωB97M-V with the def2-TZVPD basis set",
  "s2": 2.005,
  "gap_ha": [0.277, 0.356],
  "spin_multiplicity": 3,
  "e_homo_ev": [-10.1884, -16.7490],
  "total_charge": 1,
  "lumo_ha": [-0.097, -0.260],
  "mol_weight_g_mol": 85.13,
  "symbols": ["C", "C", "C", "C", "N", "N", "H", "H", "H", "H", "H", "H", "H", "H", "H"],
  "xyz": [[2.621, 0.188, -0.003], [-2.212, 1.468, -0.156], [-1.515, 0.518, 0.378], [-0.186, -1.369, 0.150], [3.747, 0.158, 0.032], [-0.316, 0.034, -0.179], [-3.203, 1.814, 0.264], [-1.805, 2.112, -0.850], [-1.760, -0.137, 1.243], [0.198, -1.374, 1.106], [-1.021, -1.950, -0.140], [0.610, -1.814, -0.473], [4.686, -0.170, -0.284], [-0.571, 0.216, -1.184], [0.727, 0.306, 0.097]]
}


<x>
{
  "formula": "C4H9N2",
  "method": "ωB97M-V with the def2-TZVPD basis set",
  "s2": 2.008,
  "gap_ha": [0.230, 0.382],
  "spin_multiplicity": 3,
  "e_homo_ev": [-9.6660, -16.0056],
  "total_charge": 1,
  "lumo_ha": [-0.125, -0.206],
  "mol_weight_g_mol": 85.13,
  "symbols": ["C", "C", "C", "C", "N", "N", "H", "H", "H", "H", "H", "H", "H", "H", "H"],
  "xyz": [[1.747, 1.543, 0.862], [0.748, -0.661, 0.583], [0.260, 0.535, -0.974], [-0.251, -0.687, -0.573], [1.025, 0.710, 0.140], [-1.973, -0.737, -0.344], [1.879, 2.486, 0.393], [2.278, 1.169, 1.686], [0.320, -0.668, 1.494], [1.531, -1.369, 0.561], [-0.298, 1.185, -1.607], [-0.385, -1.508, -1.276], [-2.386, -1.602, -0.474], [-2.363, -0.098, -1.039], [-2.132, -0.298, 0.569]]
}


The structure with the greatest stability is <x>.